{
  "formula": "C36H37ClFeN5O2PS5Sb",
  "method": "ωB97M-V/def2-TZVPD",
  "e_homo_ev": -2.339,
  "relative_energy_kcal_mol": 19.9,
  "lumo_energy_ev": 0.72,
  "total_energy_ha": -6114.7837,
  "charge": -1,
  "species": ["Fe", "Cl", "C", "C", "C", "C", "O", "C", "C", "N", "C", "C", "C", "C", "C", "C", "C", "C", "N", "C", "C", "H", "H", "H", "H", "H", "H", "H", "H", "H", "H", "S", "Sb", "S", "S", "S", "C", "N", "C", "N", "C", "N", "C", "P", "C", "C", "H", "H", "H", "H", "H", "H", "H", "H", "H", "H", "H", "H", "H", "O", "S", "C", "C", "C", "C", "C", "C", "C", "C", "C", "C", "C", "C", "C", "C", "H", "H", "H", "H", "H", "H", "H", "H", "H", "H", "H", "H", "H", "H"],
  "coordinates": [[0.8768, 0.2590, -0.4088], [-3.7530, -0.0003, 5.2406], [-2.4247, 0.0078, 4.0903], [-1.0956, -0.1133, 4.5644], [-0.0523, -0.1220, 3.6893], [-0.2490, 0.0053, 2.2696], [0.7535, 0.0185, 1.5012], [-1.6171, 0.1255, 1.8168], [-1.9510, 0.1759, 0.4423], [-1.0941, 0.1632, -0.5387], [-1.5265, -0.0748, -1.8454], [-2.8300, -0.3366, -2.2654], [-3.1056, -0.6162, -3.6140], [-2.1120, -0.6356, -4.5650], [-0.7710, -0.3615, -4.1816], [0.3162, -0.3537, -5.0775], [1.5748, -0.0714, -4.6059], [1.7725, 0.1879, -3.2402], [0.7843, 0.1776, -2.3615], [-0.4851, -0.0824, -2.8211], [-2.6771, 0.1244, 2.7603], [-0.9169, -0.1948, 5.6315], [0.9723, -0.1949, 4.0373], [-3.0168, 0.1849, 0.2097], [-3.6436, -0.3631, -1.5530], [-4.1284, -0.8289, -3.9070], [-2.3342, -0.8642, -5.6026], [0.1439, -0.5718, -6.1278], [2.4284, -0.0490, -5.2743], [2.7470, 0.4208, -2.8237], [-3.7029, 0.2092, 2.4089], [5.9835, 2.6463, 3.0748], [5.0432, 3.3913, 1.1014], [3.2024, 0.4521, -0.3145], [2.8354, 1.9764, 1.0191], [3.9507, 5.3964, 1.6512], [-0.0566, 5.6710, -1.6526], [-1.1442, 4.6186, -1.4516], [-1.6404, 4.7421, -0.0054], [-0.5780, 4.6366, 0.9181], [0.4604, 5.6408, 0.6608], [0.9756, 5.5207, -0.7045], [1.8215, 4.3253, -0.8666], [0.9286, 2.7189, -0.5360], [-0.5723, 3.2503, -1.7025], [0.0065, 3.2803, 1.0026], [-0.5533, 6.6376, -1.5403], [0.3138, 5.5468, -2.6684], [-1.9194, 4.8070, -2.0817], [-2.3720, 3.9490, 0.1398], [-2.1187, 5.7217, 0.0608], [1.3044, 5.5029, 1.3435], [0.0309, 6.6377, 0.7973], [2.6609, 4.4380, -0.1632], [2.2181, 4.3087, -1.8863], [-1.3827, 2.5300, -1.6025], [-0.2244, 3.2240, -2.7394], [0.7027, 3.2647, 1.8336], [-0.7867, 2.5660, 1.2239], [0.7735, -1.8987, -0.4569], [1.1910, -2.9912, -1.3764], [2.0367, -4.2864, -0.3372], [2.2896, -3.8000, 1.0629], [3.2142, -2.7844, 1.2862], [3.4064, -2.2644, 2.5573], [2.6946, -2.7921, 3.6271], [1.7780, -3.8199, 3.4204], [1.5677, -4.3144, 2.1395], [-0.3750, -3.8735, -1.7611], [-1.2183, -4.1157, -0.5487], [-1.2727, -5.3679, 0.0639], [-1.9974, -5.5536, 1.2343], [-2.6663, -4.4836, 1.8149], [-2.6325, -3.2361, 1.2024], [-1.9241, -3.0583, 0.0228], [2.9641, -4.4792, -0.8781], [1.4159, -5.1810, -0.3465], [3.7680, -2.3603, 0.4581], [4.0943, -1.4347, 2.6995], [2.8418, -2.3887, 4.6223], [1.2121, -4.2247, 4.2534], [0.8406, -5.0998, 1.9745], [-0.0940, -4.7918, -2.2852], [-0.8458, -3.1814, -2.4634], [-0.7555, -6.2114, -0.3863], [-2.0250, -6.5321, 1.7029], [-3.2106, -4.6200, 2.7421], [-3.1469, -2.3957, 1.6547], [-1.8963, -2.0858, -0.4596]],
  "forces_ev_per_angstrom": [[0.17, -0.12, -1.04], [0.19, -0.01, -0.12], [-0.32, 0.01, -0.14], [0.25, -0.03, -0.08], [-0.02, -0.01, 0.25], [0.23, 0.01, -0.55], [-0.34, 0.07, 0.92], [0.06, 0.13, -0.32], [0.11, 0.01, 0.52], [-0.07, 0.02, -0.23], [-0.61, 0.08, -0.27], [0.66, 0.06, 0.21], [0.18, -0.02, -0.42], [0.00, 0.05, 0.29], [-0.25, 0.06, 0.46], [0.52, 0.07, -0.04], [-0.37, -0.12, -0.47], [-0.31, 0.12, 0.49], [-0.10, -0.32, -1.03], [0.03, -0.02, -0.17], [-0.16, 0.02, 0.23], [-0.03, 0.02, -0.10], [-0.08, 0.00, -0.08], [-0.05, -0.03, 0.09], [0.01, -0.02, -0.05], [0.07, 0.01, 0.04], [0.03, 0.03, 0.09], [0.03, 0.04, 0.09], [-0.07, -0.01, 0.08], [0.05, -0.01, 0.05], [0.09, 0.00, 0.03], [-0.05, -0.12, -0.19], [0.56, 0.09, 0.27], [-0.11, -0.34, -0.22], [0.26, 0.42, 0.34], [-0.32, 0.12, -0.07], [0.20, -0.01, 0.15], [0.16, -0.22, 0.06], [0.23, -0.03, 0.09], [0.04, -0.14, 0.06], [0.06, -0.07, -0.13], [-0.16, -0.14, -0.02], [0.22, -0.07, -0.45], [-0.42, 0.11, 1.55], [0.12, -0.14, 0.02], [-0.17, 0.25, -0.30], [0.00, 0.04, 0.00], [0.02, -0.01, -0.08], [-0.11, 0.05, -0.09], [-0.05, -0.06, 0.00], [-0.01, 0.03, -0.03], [0.00, 0.01, 0.02], [0.01, 0.00, -0.03], [-0.13, 0.02, -0.07], [0.06, 0.05, 0.02], [-0.11, 0.01, 0.06], [-0.03, 0.07, -0.01], [0.11, 0.01, 0.06], [-0.10, -0.03, -0.01], [-0.20, 0.23, 0.38], [0.14, -0.21, -0.03], [-0.04, 0.17, 0.07], [-0.05, 0.04, 0.05], [-0.02, -0.01, -0.05], [0.03, 0.02, 0.04], [-0.09, -0.03, -0.04], [0.06, 0.07, -0.07], [0.06, 0.09, -0.04], [0.13, 0.02, 0.05], [-0.03, -0.09, 0.06], [-0.02, -0.01, -0.09], [0.03, 0.01, 0.01], [0.04, 0.01, -0.05], [-0.01, -0.07, -0.01], [0.02, 0.09, -0.02], [0.00, -0.02, 0.04], [0.02, -0.01, 0.00], [-0.03, 0.08, -0.01], [-0.10, -0.10, -0.03], [0.00, -0.02, -0.03], [0.05, 0.03, -0.06], [-0.05, 0.00, -0.01], [-0.05, 0.08, 0.01], [-0.11, -0.10, -0.02], [-0.01, 0.07, 0.04], [-0.01, 0.08, -0.05], [0.02, 0.01, -0.05], [0.04, -0.06, -0.02], [0.02, -0.35, 0.16]]
}